*P*
Below is one molecule with the formula C5H11N3, with properties calculated with ωB97M-V/def2-TZVPD.

* orbital gap: 9.2 eV
* structure (SMILES): CC/N=C(C)\N=N/C
* net charge: 0
* HOMO level: -8.527 eV

XYZ file:
```
19
Properties=species:S:1:pos:R:3:nbo_charge:R:1
C 0.9957 0.2064 -1.9488 -0.626
C 0.1547 -0.7236 0.6768 0.349
C -0.2639 -1.1483 2.1051 -0.651
C 1.9723 -0.2347 -0.9097 -0.236
C -1.8782 1.3647 0.0647 -0.514
N -0.9760 -0.8325 -0.1052 -0.162
N 1.3795 -0.5832 0.3849 -0.447
N -1.9169 -0.0586 -0.3266 -0.081
H 0.4197 -0.6065 -2.1079 0.213
H 0.4324 1.0739 -1.5172 0.192
H -0.6648 -2.1543 2.2241 0.232
H -0.9809 -0.3892 2.5746 0.213
H 0.6158 -1.2098 2.6979 0.235
H 2.3950 -1.2504 -1.0733 0.217
H 2.6381 0.6399 -0.6921 0.201
H 1.4999 0.6495 -2.8020 0.218
H -2.3947 1.5734 1.0516 0.223
H -2.5222 1.9447 -0.5118 0.224
H -0.9055 1.7386 0.2149 0.200
```

---

*Q*
Below is a 2-piece molecular cluster, C5H11N3 overall, with properties calculated with ωB97M-V/def2-TZVPD.

* orbital gap: 9.9 eV
* structure (SMILES): [H]/N=C1\CN1C.[H]/N=C/C
* net charge: 0
* HOMO level: -8.918 eV

XYZ file:
```
19
Properties=species:S:1:pos:R:3:nbo_charge:R:1
C 1.4356 0.9915 -0.8782 -0.323
C -0.1333 1.4518 1.1263 -0.427
C -0.9492 -1.7078 -1.1824 -0.714
N 0.7508 0.6022 0.3684 -0.404
C 2.1051 0.5930 0.3706 0.454
C -1.9113 -1.5202 0.0085 0.173
N 3.1006 0.5169 1.1165 -0.682
N -2.5580 -0.5067 0.3760 -0.655
H 3.9907 0.7154 0.6670 0.355
H -3.4031 -0.6532 0.9216 0.355
H 1.4714 2.0412 -1.1560 0.192
H 1.3894 0.3456 -1.7448 0.198
H -2.3200 -2.5126 0.2679 0.121
H -0.1354 1.1090 2.1596 0.215
H -1.1425 1.3514 0.7244 0.240
H 0.1316 2.5136 1.0710 0.176
H 0.0796 -2.0329 -0.9777 0.238
H -1.1968 -2.6059 -1.7561 0.244
H -0.7052 -0.6924 -1.4827 0.242
```

---

*R*
Below is one molecule with the formula C5H11N3, with properties calculated with ωB97M-V/def2-TZVPD.

* orbital gap: 9.1 eV
* structure (SMILES): C[C@H]1CN1[C@]1(N)CN1
* net charge: 0
* HOMO level: -7.931 eV

XYZ file:
```
19
Properties=species:S:1:pos:R:3:nbo_charge:R:1
C 0.7584 -0.2519 1.0866 -0.068
C 0.2586 -0.3201 -2.1455 -0.277
C -0.0070 -1.4926 0.7981 -0.243
C 0.7892 0.2966 2.4717 -0.610
N 0.5019 0.9119 -1.5045 -0.649
C -0.5935 0.1902 -0.9991 0.395
N -1.7885 0.8867 -1.1932 -0.879
N -0.4825 -0.2092 0.3563 -0.433
H 0.3568 1.8214 -1.9267 0.369
H 1.6498 0.0055 0.5294 0.215
H -2.4318 0.9279 -0.4082 0.403
H -2.0452 1.3327 -2.0626 0.381
H 0.9936 -1.0856 -1.9457 0.185
H -0.0702 -0.2303 -3.1697 0.191
H -0.5910 -1.9288 1.6014 0.192
H 0.2868 -2.1830 0.0212 0.193
H 1.5882 -0.1805 3.0473 0.210
H -0.1570 0.1357 2.9985 0.212
H 0.9835 1.3733 2.4446 0.213
```

---

Short version: *Q* is the least stable of them.

---

*P*
Below is a 2-piece molecular cluster, H2NO3PS overall, with properties calculated with ωB97M-V/def2-TZVPD.

* orbital gap (alpha / beta): 6.3 / 6.2 eV
* net charge: -2
* HOMO level (alpha / beta): -0.443 / -0.330 eV

XYZ file:
```
8
Properties=species:S:1:pos:R:3:nbo_charge:R:1
N 0.0429 0.7762 -0.1891 -1.047
O 1.7257 -0.2802 1.5332 -1.229
O 2.4893 0.2011 -0.8618 -1.183
O 0.7916 -1.8368 -0.4151 -1.060
P 1.3695 -0.2690 0.0284 2.378
S -2.5297 -0.2657 -0.0969 -0.722
H 0.0006 1.1164 0.8229 0.356
H -0.1929 -1.9245 -0.1851 0.507
```

---

*Q*
Below is H2NO3PS as an isolated structure, with properties calculated with ωB97M-V/def2-TZVPD.

* orbital gap (alpha / beta): 4.3 / 5.3 eV
* net charge: -2
* HOMO level (alpha / beta): 1.488 / 0.462 eV

XYZ file:
```
8
Properties=species:S:1:pos:R:3:nbo_charge:R:1
N 0.0498 1.0057 0.3333 -0.945
O 0.9149 -0.9852 1.8473 -1.190
O 1.6180 -0.7805 -0.6227 -1.186
O -0.8735 -1.1987 0.0746 -1.097
P 0.6116 -0.5463 0.4142 2.416
S 1.0090 2.1821 0.0121 0.179
H -2.0632 0.7324 -1.6459 -0.695
H -1.2665 -0.4095 -0.4129 0.519
```

---

Short version: *Q* is the least stable of them.

---

*P*
Below is a 5-piece molecular cluster, C2H14N2O4 overall, with properties calculated with ωB97M-V/def2-TZVPD.

* orbital gap: 4.1 eV
* net charge: 0
* HOMO level: -9.404 eV

XYZ file:
```
22
Properties=species:S:1:pos:R:3:nbo_charge:R:1
C 2.1884 -1.1289 0.4440 -0.460
N 0.0913 0.3213 -0.8678 -0.569
C -0.0481 -1.1025 -0.5285 -0.136
N 0.7792 -1.4258 0.5968 -0.295
H 2.5161 -1.6962 -0.4271 0.218
H 2.2876 -0.0305 0.3363 0.280
H 2.7130 -1.5121 1.3163 0.226
H -0.2542 0.8089 -0.0452 0.405
H -0.6096 0.4381 -1.6460 0.444
H -1.0798 -1.3164 -0.2097 0.271
H 0.3744 -1.0245 1.4629 0.449
H -2.4535 0.3287 -3.2340 0.460
O -1.8071 0.0255 -2.5863 -0.994
H -2.7305 -0.2532 -1.3530 0.498
H -0.4730 1.1334 2.4422 0.469
O 0.2602 0.6745 1.9904 -0.937
H -3.8634 0.3446 -0.4096 0.464
H 1.9885 2.9480 1.6080 0.463
O -3.0390 -0.1495 -0.3856 -1.034
H 1.3566 1.5435 1.4512 0.483
H 0.1482 -1.7314 -1.3949 0.251
O 2.1942 2.0806 1.2841 -0.956
```

---

*Q*
Below is a 5-piece molecular cluster, C2H14N2O4 overall, with properties calculated with ωB97M-V/def2-TZVPD.

* orbital gap: 4.5 eV
* net charge: 0
* HOMO level: -8.326 eV

XYZ file:
```
22
Properties=species:S:1:pos:R:3:nbo_charge:R:1
C 0.3066 -0.8563 0.1213 -0.438
C 1.2761 -0.5659 1.1798 0.487
N 2.3133 0.3136 0.8188 -0.918
N 0.3360 -2.3025 -0.3415 -0.761
H 0.6195 -0.2302 -0.7096 0.274
H 1.5245 -1.3341 1.9251 0.190
H 3.1496 -0.2384 0.6232 0.429
H 2.5191 1.0110 1.5320 0.422
H 0.9113 -2.3770 -1.1610 0.374
H 0.6508 -2.8429 0.4561 0.353
H 0.8077 1.2357 1.1039 0.416
H -0.1355 1.7610 0.0655 0.534
O -0.0278 1.6748 1.0569 -0.896
H -0.6314 2.7668 -2.1251 0.456
H -1.3528 1.0114 -1.8192 0.511
O -0.4393 2.0243 -1.5519 -1.208
H -2.3462 0.4203 1.4691 0.473
H -0.7548 -0.7700 0.4023 0.363
O -2.5808 -0.2601 0.8347 -0.971
H -2.4869 0.1073 -0.0779 0.520
H -1.6804 -0.6978 -2.0668 0.459
O -1.9787 0.1491 -1.7357 -1.069
```

---

*R*
Below is C2H14N2O4 as an isolated structure, with properties calculated with ωB97M-V/def2-TZVPD.

* orbital gap: 4.7 eV
* net charge: 0
* HOMO level: -9.523 eV

XYZ file:
```
22
Properties=species:S:1:pos:R:3:nbo_charge:R:1
C -0.6533 1.4744 -0.1378 -0.462
N 0.7306 1.2635 -0.5241 -0.367
C 0.9539 0.1674 -1.5240 -0.151
N 0.4510 -1.1364 -1.0740 -0.369
H -0.6569 1.9602 0.8535 0.237
H -1.2258 2.1236 -0.7949 0.218
H -1.0611 0.4784 0.0789 0.308
H 1.1635 0.8332 0.2944 0.422
H 2.0405 0.0957 -1.4935 0.260
H 0.5869 0.3529 -2.5303 0.234
H -3.4556 -0.3189 2.1799 0.458
H -2.8997 -0.2064 0.6716 0.494
O -3.0294 0.2776 1.5559 -1.001
H 2.8768 -2.1285 0.1781 0.479
H -3.0826 -1.0217 -1.1695 0.459
O -2.3564 -0.5824 -0.7073 -1.050
H 1.2500 -1.5745 -0.5771 0.408
H 2.3248 -0.4391 1.1983 0.502
O 2.3492 -1.3388 -0.0110 -0.977
H -0.5599 -1.0708 -0.7903 0.440
H 2.4249 0.6322 2.4549 0.475
O 1.8288 0.1583 1.8684 -1.017
```

---

Short version: *R* is the least stable of them.

---

*P*
Below is an isolated ion of composition C2H6NO and charge -1, with properties calculated with ωB97M-V/def2-TZVPD.

* orbital gap: 6.7 eV
* structure (SMILES): NCC[O-]
* net charge: -1
* HOMO level: -2.121 eV

XYZ file:
```
10
Properties=species:S:1:pos:R:3:nbo_charge:R:1
C 0.8320 0.3362 -0.0089 -0.008
O 1.6606 -0.2725 0.8579 -0.956
C -0.5695 -0.3357 0.1150 -0.241
N -1.6028 0.3199 -0.7249 -0.859
H 1.0707 0.1662 -1.1112 0.040
H 0.6440 1.4695 0.0686 0.072
H -0.7219 -0.2393 1.1873 0.179
H -0.7066 -1.4247 -0.2289 0.129
H -2.5927 -0.1673 -0.6864 0.314
H -1.3337 0.1338 -1.6554 0.329
```

---

*Q*
Below is an isolated ion of composition C2H6NO and charge -1, with properties calculated with ωB97M-V/def2-TZVPD.

* orbital gap: 7.0 eV
* structure (SMILES): NCC[O-]
* net charge: -1
* HOMO level: -2.145 eV

XYZ file:
```
10
Properties=species:S:1:pos:R:3:nbo_charge:R:1
C 0.4388 0.4490 -0.5343 -0.011
O 1.4334 -0.0881 -1.2469 -0.951
C -0.1936 -0.5077 0.5001 -0.245
N -1.3962 0.0087 1.1954 -0.862
H -0.4332 0.7964 -1.1609 0.042
H 0.7191 1.3666 0.0776 0.038
H 0.5364 -0.7581 1.2655 0.158
H -0.4432 -1.4254 -0.0407 0.165
H -2.1130 0.2203 0.5108 0.333
H -1.1555 0.9082 1.6072 0.333
```

---

Short version: *P* is the least stable of them.

---

*P*
Below is one molecule with the formula C3H2N2OS, with properties calculated with ωB97M-V/def2-TZVPD.

* orbital gap: 8.6 eV
* structure (SMILES): C=NOC(=S)C#N
* net charge: 0
* HOMO level: -9.528 eV

XYZ file:
```
9
Properties=species:S:1:pos:R:3:nbo_charge:R:1
C 2.7035 -0.6370 -0.0828 -0.094
C -0.5210 -0.0854 0.1316 0.092
C -0.4789 1.3301 0.0853 0.186
H 3.7713 -0.1637 -0.1509 0.230
H 2.4574 -1.7242 0.0917 0.212
N 1.6818 0.1506 -0.0870 -0.124
N -0.3931 2.4814 -0.0462 -0.219
O 0.5744 -0.7198 0.1829 -0.347
S -1.8791 -0.9015 -0.0798 0.065
```

---

*Q*
Below is one molecule with the formula C3H2N2OS, with properties calculated with ωB97M-V/def2-TZVPD.

* orbital gap: 7.6 eV
* structure (SMILES): O=C1C=NC(=S)N1
* net charge: 0
* HOMO level: -9.287 eV

XYZ file:
```
9
Properties=species:S:1:pos:R:3:nbo_charge:R:1
C -0.7071 -0.8093 -0.2305 0.605
C 0.5926 0.9819 -0.0933 0.202
C -0.0957 -0.4886 1.1957 0.084
H -0.5805 0.6719 -1.8848 0.443
H -0.1436 -1.3741 1.9344 0.226
N -0.2966 0.3302 -1.0239 -0.649
N 0.6521 0.4968 1.1593 -0.421
O -1.1574 -1.9044 -0.4699 -0.508
S 1.7363 2.0956 -0.5870 0.018
```

---

*R*
Below is one molecule with the formula C3H2N2OS, with properties calculated with ωB97M-V/def2-TZVPD.

* orbital gap: 7.2 eV
* structure (SMILES): O=C1C=NNC1=S
* net charge: 0
* HOMO level: -9.460 eV

XYZ file:
```
9
Properties=species:S:1:pos:R:3:nbo_charge:R:1
C -0.1755 0.9058 -0.3724 -0.061
C 0.1292 -1.3201 0.1881 -0.112
C 0.2314 -0.3486 -0.9414 0.400
H -0.2971 1.2590 1.8281 0.423
H 0.0578 -2.3915 0.2571 0.230
N -0.0728 0.6542 1.0081 -0.435
N -0.0652 -0.6793 1.3113 -0.134
O 0.4782 -0.4384 -2.1482 -0.418
S -0.2859 2.3590 -1.1307 0.108
```

---

*S*
Below is one molecule with the formula C3H2N2OS, with properties calculated with ωB97M-V/def2-TZVPD.

* orbital gap (alpha / beta): 5.8 / 6.4 eV
* net charge: 0
* HOMO level (alpha / beta): -8.296 / -8.622 eV

XYZ file:
```
9
Properties=species:S:1:pos:R:3:nbo_charge:R:1
C 0.5795 0.9494 0.6293 -0.086
C 1.1153 0.4186 -0.6588 0.393
C -1.3511 -0.8269 0.0944 -0.142
N 0.4174 -0.3887 -1.4068 -0.241
N -0.8056 -0.6968 -1.0370 -0.190
O 2.2152 1.0157 -0.8668 -0.548
S 1.1166 1.4817 1.9606 0.442
H -0.8184 -1.1941 1.1519 0.168
H -2.4689 -0.7589 0.1332 0.204
```

---

Short version: *S* is the least stable of them.

---

*P*
Below is C3H12N2O3 as an isolated structure, with properties calculated with ωB97M-V/def2-TZVPD.

* orbital gap: 4.7 eV
* net charge: 0
* HOMO level: -9.319 eV

XYZ file:
```
20
Properties=species:S:1:pos:R:3:nbo_charge:R:1
O -0.7095 -0.8783 -0.9419 -0.474
C -0.9138 0.0947 -0.0884 -0.057
C 0.3539 0.3599 0.6977 -0.262
N 1.2775 1.1529 -0.0628 -0.547
C 2.1111 0.2497 -1.0475 -0.301
N 3.2550 -0.0982 -0.1186 -0.886
H -1.7148 -0.2090 0.7282 0.400
H -1.2466 0.9729 -0.6576 0.213
H 0.8816 -0.5766 0.8969 0.181
H 2.0038 1.3113 0.6180 0.388
H 1.8140 0.8150 -1.9520 0.264
H 1.5567 -0.6596 -1.1932 0.247
H 3.2761 0.7687 -0.8667 0.501
H 3.1999 -1.1029 -0.1393 0.412
H -1.8966 -1.5003 -0.8760 0.458
H -3.3154 -2.0413 -1.6127 0.473
O -2.9160 -1.7132 -0.7964 -0.935
H 0.0538 0.7882 1.6445 0.273
H -2.3785 1.5454 2.9089 0.441
O -1.7283 1.1729 2.2926 -0.789
```

---

*Q*
Below is a 3-piece molecular cluster, C3H12N2O3 overall, with properties calculated with ωB97M-V/def2-TZVPD.

* orbital gap: 6.4 eV
* net charge: 0
* HOMO level: -8.123 eV

XYZ file:
```
20
Properties=species:S:1:pos:R:3:nbo_charge:R:1
N -0.1310 -1.8115 -0.4515 -0.551
C 0.1578 -1.1509 -1.5377 0.232
C 0.2706 0.2958 -1.4905 0.134
N 0.7852 0.7284 -0.2210 -0.620
C 0.4964 2.1448 0.1713 -0.427
O -1.1201 0.8788 -1.6892 -0.718
H -0.8627 -1.4839 0.1806 0.483
H 0.1797 -2.7272 -0.1401 0.453
H 0.3821 -1.6751 -2.4607 0.207
H 0.8343 0.7687 -2.3008 0.191
H 0.2698 0.1784 0.4775 0.404
H 0.7253 2.1448 1.2173 0.264
H -0.5804 2.2672 0.0888 0.203
H 1.1014 2.8228 -0.4232 0.178
H -0.1629 -0.6333 2.1511 0.504
H 0.6321 -2.1931 2.1445 0.470
O -0.0111 -1.6602 1.6750 -1.105
H -1.4325 0.3546 -2.4364 0.449
H -0.5887 0.7802 3.3111 0.449
O -0.2906 0.6548 2.4079 -1.198
```

---

*R*
Below is a 3-piece molecular cluster, C3H12N2O3 overall, with properties calculated with ωB97M-V/def2-TZVPD.

* orbital gap: 9.5 eV
* structure (SMILES): NCNCC=O.O.O
* net charge: 0
* HOMO level: -8.866 eV

XYZ file:
```
20
Properties=species:S:1:pos:R:3:nbo_charge:R:1
O -3.6868 -0.4521 0.6839 -0.518
C -2.7510 -1.1608 0.4290 0.448
C -1.6810 -0.6811 -0.6323 -0.325
N -0.4787 -0.7568 0.1808 -0.697
C 0.7501 -1.0570 -0.5649 -0.046
N 1.0536 -0.0534 -1.6458 -0.881
H -2.5534 -2.0648 0.8472 0.113
H -1.9907 0.2545 -0.9660 0.191
H -1.7665 -1.2857 -1.5895 0.215
H -0.2943 -0.2217 1.0108 0.427
H 1.6480 -1.1530 0.2829 0.164
H 0.8665 -2.2167 -0.9693 0.185
H 0.6147 0.7893 -1.6801 0.358
H 1.0523 -0.3957 -2.5243 0.361
H 0.7188 2.1881 1.4439 0.502
H 0.5075 1.7631 3.0168 0.492
O 0.3395 1.6275 2.0909 -0.991
H 2.2022 1.8300 -0.4870 0.477
H 2.7471 1.0695 0.7357 0.478
O 2.7020 1.9767 0.3372 -0.954
```

---

Short version: *P* is the least stable of them.